{"formula": "C13H13NO4V", "method": "ωB97M-V/def2-TZVPD", "fmax_ev_per_a": 10.0, "s2": 2.1078, "e_homo_ev": [-20.6, -20.6], "multiplicity": 3, "total_charge": 3, "symbols": ["V", "O", "C", "C", "O", "C", "O", "C", "O", "C", "N", "C", "C", "C", "C", "C", "C", "C", "C", "H", "H", "H", "H", "H", "H", "H", "H", "H", "H", "H", "H", "H"], "coordinates": [[-2.30539, -0.04348, -0.25072], [-3.16256, -2.96078, 1.14890], [-3.10010, -2.01678, 0.50317], [-2.00545, 1.64058, 0.53310], [-1.90516, 2.64535, 1.14589], [-1.71333, 0.16644, -2.03811], [-1.55600, 0.36194, -3.19054], [-4.22313, 0.23998, -0.53713], [-5.17995, 0.78909, -0.88936], [2.09059, 1.62045, -0.31330], [1.16772, 0.92562, -1.23428], [1.58675, 1.16990, -2.64566], [1.11630, -0.59226, -0.94397], [0.66781, -0.86867, 0.46261], [1.61664, -1.39962, 1.35897], [1.29363, -1.62699, 2.69953], [-0.00125, -1.31855, 3.14170], [-0.92922, -0.80894, 2.22390], [-0.63530, -0.61278, 0.87766], [3.10992, 1.20131, -0.41083], [1.73079, 1.50411, 0.71223], [2.09866, 2.68170, -0.58811], [0.19502, 1.27874, -1.10186], [2.60795, 0.77518, -2.80675], [0.88196, 0.68015, -3.32704], [1.57448, 2.25312, -2.83011], [0.43913, -0.96677, -1.71592], [2.13220, -0.97601, -1.14309], [2.62044, -1.63267, 0.98877], [2.02092, -2.05038, 3.40541], [-0.29832, -1.48411, 4.18903], [-1.93575, -0.57487, 2.57590]], "lowdin_charge": [0.62, 0.26, 0.09, -0.04, 0.26, -0.03, 0.25, 0.00, 0.30, 0.03, -0.20, 0.03, -0.05, -0.21, 0.05, 0.08, 0.04, -0.07, -0.18, 0.14, 0.11, 0.13, 0.13, 0.14, 0.10, 0.13, 0.12, 0.16, 0.15, 0.16, 0.16, 0.13]}